{
  "formula": "C4H10ClPS",
  "method": "ωB97M-V/def2-TZVPD",
  "e_above_lowest_ev": 0.000,
  "homo_lumo_gap_ev": 9.529,
  "smiles": "CCP(=S)(Cl)CC",
  "spin_multiplicity": 1,
  "total_energy_ev": -36956.684,
  "total_charge": 0,
  "species": ["C", "C", "P", "S", "Cl", "C", "C", "H", "H", "H", "H", "H", "H", "H", "H", "H", "H"],
  "coordinates": [[0.2010, -1.6894, 1.5809], [0.2031, -1.2855, 0.1494], [-1.7124, -0.0632, 0.0668], [-2.0904, 0.4046, 1.9240], [-3.0895, -1.1965, -0.8579], [-1.4432, 1.2563, -1.1399], [-0.3491, 2.1925, -0.7988], [1.1000, -1.3893, 2.0513], [-0.6298, -1.1340, 2.0708], [0.0457, -2.7982, 1.5907], [0.1611, -2.0367, -0.6378], [0.8622, -0.5603, -0.1360], [-1.3137, 0.7494, -2.1055], [-2.3519, 1.7828, -1.3333], [-0.6002, 2.7855, 0.1433], [0.5889, 1.8049, -0.5804], [-0.0853, 3.0715, -1.4902]],
  "forces_ev_per_angstrom": [[-0.87, -1.40, -0.86], [-3.98, 0.16, -0.11], [2.66, -0.99, 1.04], [-0.50, 0.43, -0.93], [-0.43, -0.31, -0.28], [-0.15, -0.62, -1.33], [-0.20, 4.21, 1.12], [0.99, 0.01, 0.64], [0.58, -0.79, 0.24], [0.14, 0.96, 0.62], [-0.35, -0.09, 0.25], [1.84, 2.02, -0.56], [0.44, -0.18, 0.19], [-0.90, 0.45, 0.37], [0.05, -0.93, -0.93], [1.63, -1.38, 0.30], [-0.95, -1.56, 0.24]],
  "lowdin_charge": [-0.228, -0.205, 0.068, 0.241, 0.278, -0.485, -0.184, 0.057, -0.083, 0.092, 0.065, 0.006, 0.081, 0.073, 0.092, 0.028, 0.105]
}

=====

{
  "formula": "C4H10F24K2O2P4",
  "method": "ωB97M-V/def2-TZVPD",
  "homo_lumo_gap_ev": 9.878,
  "spin_multiplicity": 1,
  "total_energy_ev": -143462.680,
  "total_charge": -2,
  "species": ["K", "K", "P", "F", "F", "F", "F", "F", "F", "P", "F", "F", "F", "F", "F", "F", "P", "F", "F", "F", "F", "F", "F", "P", "F", "F", "F", "F", "F", "F", "C", "O", "C", "C", "O", "C", "H", "H", "H", "H", "H", "H", "H", "H", "H", "H"],
  "coordinates": [[1.4977, 0.2449, 1.3426], [-2.0230, -1.1395, -2.5776], [0.1056, 1.7228, -2.1604], [-0.6306, 1.1009, -3.5125], [1.4662, 1.9275, -2.9657], [-0.3514, 3.2133, -2.6821], [0.6687, 2.3655, -0.8112], [-1.3676, 1.5382, -1.4411], [0.5287, 0.2584, -1.6982], [4.1883, -0.6070, -1.2427], [5.6812, -0.0332, -1.0035], [4.6944, -2.0713, -0.7591], [3.8554, -0.2226, 0.3245], [2.6896, -1.1993, -1.3582], [3.6298, 0.8009, -1.7398], [4.5449, -1.0271, -2.7467], [-4.2465, -4.1898, -2.9323], [-5.7864, -4.5807, -3.1849], [-3.8987, -5.6901, -2.4924], [-3.8828, -4.5470, -4.4653], [-2.7062, -3.7257, -2.6713], [-4.5612, -2.6452, -3.3974], [-4.6028, -3.7924, -1.4237], [-0.4190, -2.7760, 0.6683], [-0.2598, -4.3571, 0.9156], [-2.0174, -2.8786, 0.9962], [-0.1658, -2.4389, 2.2491], [-0.6236, -1.1767, 0.4354], [1.1433, -2.6776, 0.3409], [-0.7452, -3.0288, -0.9108], [2.7098, 3.4092, 1.7533], [1.6686, 2.6967, 2.3716], [0.6199, 3.5072, 2.8333], [-0.5918, 2.7038, 3.2428], [-1.0598, 1.9762, 2.1519], [-1.9501, 0.9231, 2.4994], [3.1589, 4.1151, 2.4613], [2.4200, 3.7750, 0.7671], [3.5351, 2.7149, 1.5572], [0.3473, 4.2523, 2.0736], [0.9687, 4.1071, 3.6933], [-1.3279, 3.4261, 3.6442], [-0.3724, 2.0586, 4.1124], [-1.4957, 0.2318, 3.2183], [-2.1771, 0.3789, 1.5893], [-2.8594, 1.3562, 2.9353]],
  "forces_ev_per_angstrom": [[-0.23, -0.39, -0.75], [0.25, -0.19, 0.34], [-1.17, 1.05, -1.63], [0.33, -0.33, 0.02], [0.02, -0.24, 0.27], [-0.14, -0.28, 0.45], [0.49, 0.06, 0.53], [0.15, -0.08, 0.25], [-0.13, -0.15, 0.10], [-0.35, -1.42, -0.18], [0.02, 0.38, -0.18], [0.14, 0.03, 0.35], [-0.07, 0.38, 0.52], [0.20, -0.04, -0.10], [0.43, 0.59, 0.27], [0.06, 0.17, -0.40], [0.14, 0.11, -0.05], [-0.25, -0.08, -0.22], [0.05, -0.14, 0.06], [0.01, 0.00, -0.12], [0.12, -0.11, -0.17], [-0.06, 0.30, -0.08], [-0.08, 0.12, 0.39], [-1.19, -1.14, -0.29], [-0.06, 0.20, 0.21], [0.35, 0.03, -0.08], [0.46, -0.07, 0.04], [0.22, 0.56, -0.23], [-0.02, 0.51, 0.35], [0.15, 0.27, 0.32], [1.00, -0.64, -0.04], [-0.27, -0.53, 0.25], [0.10, 0.82, 0.10], [0.14, 0.18, 0.53], [0.18, -0.32, -0.05], [-0.07, 0.38, 0.07], [-0.36, 0.55, -0.32], [-0.16, 0.56, 0.23], [-0.28, -0.24, 0.00], [-0.11, -0.28, -0.19], [-0.08, -0.18, 0.06], [-0.11, -0.08, -0.30], [0.23, -0.15, -0.29], [0.03, 0.03, -0.02], [-0.04, 0.00, -0.02], [-0.06, -0.19, -0.02]],
  "lowdin_charge": [0.872, 0.911, 0.154, -0.241, -0.127, -0.188, -0.148, -0.211, -0.162, 0.124, -0.172, -0.174, -0.268, -0.169, -0.143, -0.152, 0.114, -0.166, -0.148, -0.168, -0.237, -0.218, -0.151, 0.160, -0.144, -0.171, -0.190, -0.239, -0.142, -0.198, -0.098, -0.282, -0.214, -0.236, -0.185, -0.075, 0.091, 0.102, 0.095, 0.137, 0.127, 0.129, 0.129, 0.094, 0.087, 0.090]
}

=====

{
  "formula": "C4H10F4N3P3",
  "method": "ωB97M-V/def2-TZVPD",
  "e_above_lowest_ev": 7.686,
  "homo_lumo_gap_ev": 9.775,
  "spin_multiplicity": 1,
  "total_energy_ev": -47514.808,
  "total_charge": 0,
  "species": ["C", "C", "C", "C", "N", "N", "N", "F", "F", "F", "F", "P", "P", "P", "H", "H", "H", "H", "H", "H", "H", "H", "H", "H"],
  "coordinates": [[-2.5647, -0.1969, 1.1991], [1.6080, -0.8988, 0.0412], [-1.8627, 0.8645, 0.3131], [1.0005, 0.1513, -0.8084], [-1.5783, -1.4052, -1.3883], [-1.4549, -0.9395, -3.8003], [-0.9641, 1.0087, -2.5220], [-2.0352, -1.4478, -5.0019], [-1.1370, 2.3614, -2.1892], [0.3169, -2.4100, -2.7960], [-1.6761, 1.3080, -4.9391], [-1.3277, -2.3390, -2.7229], [-2.2610, 0.5144, -3.5877], [-0.8444, -0.0020, -1.1467], [-1.8776, -0.4372, 2.0609], [-3.4837, 0.2727, 1.5956], [-2.6210, -0.9866, 0.5358], [2.7121, -0.8794, -0.1531], [1.4543, -0.5362, 1.0625], [1.0764, -1.8471, -0.0355], [-1.1268, 1.4660, 0.7332], [-2.6327, 1.4737, -0.1770], [1.4793, 0.4675, -1.8425], [0.9670, 1.0023, -0.2308]],
  "forces_ev_per_angstrom": [[1.97, 2.76, 1.77], [0.94, -0.02, 0.68], [-0.28, -1.76, -2.42], [-1.36, -0.10, -3.72], [1.07, 0.65, 0.36], [0.10, -2.02, -0.95], [-0.42, -0.19, -0.38], [-0.08, 0.02, -0.57], [-0.14, 0.31, 0.39], [-0.62, -0.21, 0.09], [-0.71, -0.90, 1.54], [0.76, 1.16, 0.09], [0.40, 2.00, -1.65], [-0.55, 0.06, 2.26], [-0.86, -0.04, -0.82], [0.28, -0.80, -0.33], [-1.13, -2.16, -0.67], [-1.03, -0.75, 0.28], [0.26, -0.44, 0.14], [0.70, -0.27, -0.27], [0.95, 1.31, 1.22], [0.45, 0.02, -0.10], [-0.88, -1.12, 2.07], [0.19, 2.51, 0.99]],
  "lowdin_charge": [-0.128, -0.151, -0.249, -0.334, -0.435, -0.468, -0.385, -0.201, -0.126, -0.340, -0.302, 0.784, 0.883, 0.772, 0.089, 0.082, -0.009, 0.099, 0.073, 0.063, 0.035, 0.078, 0.139, 0.030]
}

=====

Q: Which formula does entry 2 have?
A: C4H10F24K2O2P4

=====

Please write out number 3 again, unchanged.
{
  "formula": "C4H10F4N3P3",
  "method": "ωB97M-V/def2-TZVPD",
  "e_above_lowest_ev": 7.686,
  "homo_lumo_gap_ev": 9.775,
  "spin_multiplicity": 1,
  "total_energy_ev": -47514.808,
  "total_charge": 0,
  "species": ["C", "C", "C", "C", "N", "N", "N", "F", "F", "F", "F", "P", "P", "P", "H", "H", "H", "H", "H", "H", "H", "H", "H", "H"],
  "coordinates": [[-2.5647, -0.1969, 1.1991], [1.6080, -0.8988, 0.0412], [-1.8627, 0.8645, 0.3131], [1.0005, 0.1513, -0.8084], [-1.5783, -1.4052, -1.3883], [-1.4549, -0.9395, -3.8003], [-0.9641, 1.0087, -2.5220], [-2.0352, -1.4478, -5.0019], [-1.1370, 2.3614, -2.1892], [0.3169, -2.4100, -2.7960], [-1.6761, 1.3080, -4.9391], [-1.3277, -2.3390, -2.7229], [-2.2610, 0.5144, -3.5877], [-0.8444, -0.0020, -1.1467], [-1.8776, -0.4372, 2.0609], [-3.4837, 0.2727, 1.5956], [-2.6210, -0.9866, 0.5358], [2.7121, -0.8794, -0.1531], [1.4543, -0.5362, 1.0625], [1.0764, -1.8471, -0.0355], [-1.1268, 1.4660, 0.7332], [-2.6327, 1.4737, -0.1770], [1.4793, 0.4675, -1.8425], [0.9670, 1.0023, -0.2308]],
  "forces_ev_per_angstrom": [[1.97, 2.76, 1.77], [0.94, -0.02, 0.68], [-0.28, -1.76, -2.42], [-1.36, -0.10, -3.72], [1.07, 0.65, 0.36], [0.10, -2.02, -0.95], [-0.42, -0.19, -0.38], [-0.08, 0.02, -0.57], [-0.14, 0.31, 0.39], [-0.62, -0.21, 0.09], [-0.71, -0.90, 1.54], [0.76, 1.16, 0.09], [0.40, 2.00, -1.65], [-0.55, 0.06, 2.26], [-0.86, -0.04, -0.82], [0.28, -0.80, -0.33], [-1.13, -2.16, -0.67], [-1.03, -0.75, 0.28], [0.26, -0.44, 0.14], [0.70, -0.27, -0.27], [0.95, 1.31, 1.22], [0.45, 0.02, -0.10], [-0.88, -1.12, 2.07], [0.19, 2.51, 0.99]],
  "lowdin_charge": [-0.128, -0.151, -0.249, -0.334, -0.435, -0.468, -0.385, -0.201, -0.126, -0.340, -0.302, 0.784, 0.883, 0.772, 0.089, 0.082, -0.009, 0.099, 0.073, 0.063, 0.035, 0.078, 0.139, 0.030]
}